a) The following is a quantum chemistry calculation of C18H20N2O3Rh as an isolated structure, from the OMol25 dataset.

```
44
Properties=species:S:1:pos:R:3
H -2.74968 -2.63806 0.99804
C -1.07295 -0.31643 3.06270
C 2.71537 0.58570 -1.92088
H -3.47458 -0.85717 -1.76786
O -2.19830 -1.08054 -0.17952
C 4.41932 -0.57183 -3.15906
C -1.87196 -0.30021 4.22517
C 0.32418 0.70602 1.40318
H -2.83404 0.94159 5.64938
H -0.51237 -3.23688 0.05529
C -2.20877 0.90890 4.76701
H 4.82065 -1.48172 -3.58308
H -2.07583 3.06113 4.64260
C -1.77555 2.12637 4.18973
N 0.53339 1.84660 0.56289
C 3.22515 -0.59765 -2.46888
C 5.10805 0.62887 -3.30393
Rh -0.19535 -1.00747 0.58783
C -0.57348 0.90673 2.52635
H 1.28862 0.19257 1.66796
H 6.04372 0.64600 -3.84712
H -3.47264 -2.64726 -0.62172
C 4.60605 1.80567 -2.76364
H 5.14436 2.73440 -2.89120
C 3.40784 1.79241 -2.07375
C -0.96993 2.13193 3.07857
H -3.20075 1.33169 -0.60657
N 1.10240 1.73947 -0.52371
H 2.68130 -1.52292 -2.33740
C 1.48232 0.51778 -1.15705
C -1.42660 -3.36659 -0.54987
H -2.21716 -1.23652 4.64122
H 2.99326 2.70737 -1.67580
C -2.48653 -0.49809 -1.47588
H -0.61893 3.05643 2.64223
C -2.55321 -2.48036 -0.06058
H -2.74344 1.44530 -2.31140
H -1.69841 -4.41612 -0.43647
C -2.47721 1.00285 -1.35152
O 0.73519 -0.47540 -1.18491
H -1.75296 -0.85391 -2.20252
H -1.49397 1.37833 -1.07458
H -1.18507 -3.18596 -1.59673
O -0.79149 -1.42305 2.42549
```

LUMO (alpha / beta): -5.34 / -5.35 eV
Kohn-Sham gap (alpha / beta): 5.89 / 5.88 eV
molecular weight: 415.275 g mol⁻¹
HOMO (alpha / beta): -11.232 / -11.231 eV
charge: +1

---

b) The following is a quantum chemistry calculation of C18H20N2O3Rh as an isolated structure, from the OMol25 dataset.

```
44
Properties=species:S:1:pos:R:3
H -2.21478 2.19394 3.87148
N 1.52433 -0.13423 -1.16680
O -0.73079 -1.57041 -0.09294
H -0.05614 1.19561 3.68475
C 1.44809 -5.31779 -2.05738
H 0.26206 -7.07607 -2.35945
C -0.89690 -4.17687 -1.08055
C 1.46633 -4.00928 -1.61217
C 1.87567 2.74482 -1.49593
Rh -1.20472 0.41843 -0.25122
C 0.24975 -2.04870 -0.69010
C 0.37489 0.67294 -1.40667
C -2.20751 0.66995 2.34105
H -1.81616 -6.06008 -1.49397
C 0.26944 -6.05143 -2.01306
N 1.45220 -1.32841 -0.89073
C 0.77603 4.89992 -1.25495
H -2.75011 2.74189 2.27022
O -0.88495 0.90653 1.83310
C 0.28899 -3.43243 -1.12432
H -0.12982 0.37105 -2.35052
O -1.62499 2.27311 -0.77068
C -0.44253 4.31497 -1.05516
H 0.25706 -0.39639 2.96178
C -2.77532 1.91623 2.97992
C 0.19321 0.67611 2.75690
H 1.33963 2.26766 1.88253
C 0.64275 2.11840 -1.34323
H -2.17817 -0.18716 3.01851
H -1.33797 4.89118 -0.86842
H -1.79994 -3.71504 -0.70646
H 0.86088 5.97795 -1.24035
C -0.90289 -5.48268 -1.52405
H -2.82405 0.37479 1.47309
C -0.52545 2.90184 -1.06173
H -3.80985 1.74258 3.27569
H 2.76292 2.15172 -1.66694
C 1.93507 4.12242 -1.45947
H 2.26528 1.15650 2.89896
H 2.35537 -5.77096 -2.43151
H 2.38404 -3.43893 -1.61858
C 1.46658 1.22185 2.16073
H 2.88440 4.61972 -1.60363
H 1.77810 0.65478 1.28224
```

LUMO (alpha / beta): -5.32 / -5.30 eV
Kohn-Sham gap (alpha / beta): 5.83 / 5.85 eV
molecular weight: 415.275 g mol⁻¹
HOMO (alpha / beta): -11.145 / -11.152 eV
charge: +1

---

a) is favored, and the nearest alternative lies 0.225 eV above it.

---

a) The following is a quantum chemistry calculation of one molecule with the formula C5H7F, from the OMol25 dataset.

```
13
Properties=species:S:1:pos:R:3
H 0.50812 -2.29980 0.07682
C 0.67353 -1.20420 0.28216
C 1.41027 1.84021 0.11284
C -1.61726 0.07564 0.01853
H 0.68435 -1.00243 1.33601
C -0.19397 -0.19387 -0.43112
H -2.02698 -0.85473 0.33783
H 2.05617 2.56627 0.23453
F 1.90187 -0.96053 -0.25779
H -2.13586 0.55457 -0.85749
H -1.65900 0.80488 0.86656
C 0.58182 1.01220 -0.24076
H -0.18307 -0.33821 -1.47813
```

LUMO: 1.07 eV
Kohn-Sham gap: 10.85 eV
molecular weight: 86.109 g mol⁻¹
HOMO: -9.773 eV
structure (SMILES): C#C[C@H](C)CF

---

b) The following is a quantum chemistry calculation of one molecule with the formula C5H7F, from the OMol25 dataset.

```
13
Properties=species:S:1:pos:R:3
H 1.96053 -1.37068 -0.00251
F -2.36661 0.05402 -0.22314
C 1.18547 0.64582 -0.06592
H -0.50874 -2.03154 0.50021
H -0.45951 -1.61075 -1.05845
C -1.09939 0.04670 0.31027
H -1.18900 -0.08561 1.41662
H 2.08746 1.16646 -0.24213
H -0.15219 1.64799 -1.08638
C -0.22462 -1.20371 -0.09482
C 1.15742 -0.69284 -0.00799
H -0.25849 2.15524 0.58231
C -0.13232 1.27891 -0.02808
```

LUMO: 1.16 eV
Kohn-Sham gap: 10.32 eV
molecular weight: 86.109 g mol⁻¹
HOMO: -9.167 eV
structure (SMILES): FC1CC=CC1

---

c) The following is a quantum chemistry calculation of C5H7F as an isolated structure, from the OMol25 dataset.

```
13
Properties=species:S:1:pos:R:3
C -2.26049 -0.83012 -0.15234
C 0.85266 -0.64899 0.12935
H -2.20212 -1.17628 1.16003
H 0.51222 -1.81376 0.38396
H 2.46983 -2.17379 -0.16088
H -1.76632 -1.77180 -0.72226
C -1.32835 0.42478 0.09653
H -1.96719 1.36562 0.27010
H -3.27878 -0.17452 -0.69039
H 2.93416 -0.01119 -0.21355
C 0.02320 0.50509 0.14296
C 2.24664 -0.85274 -0.07504
F 0.67736 1.57417 -0.09730
```

LUMO: 0.42 eV
Kohn-Sham gap: 8.74 eV
molecular weight: 86.109 g mol⁻¹
HOMO: -8.315 eV

---

b) is favored, and the nearest alternative lies 1.732 eV above it.

---

a) The following is a quantum chemistry calculation of a 4-piece molecular cluster, C6H17NO overall, from the OMol25 dataset.

```
25
Properties=species:S:1:pos:R:3
H -1.74092 0.66806 -0.18911
C 0.21085 -1.39530 -0.48993
H 2.33002 -0.77495 -2.04326
H 1.18551 -1.39849 0.00035
H -2.46398 0.47589 2.59016
H 0.11762 -0.96642 2.33019
H -2.16815 0.84546 -0.78971
C -0.83548 1.63874 1.86312
C -0.93706 -0.82318 2.23782
H 0.57342 1.89441 -2.45308
H -1.40972 2.52820 2.06455
H -1.61440 -1.60780 2.58083
H 0.08463 -0.24101 -2.07959
H -0.30761 -2.30596 -0.18598
C 0.39592 1.70979 1.15500
C 1.63410 -1.50746 -2.42731
H 1.98075 -2.49155 -2.10471
H 0.68805 0.72482 0.84131
H 1.20506 2.10131 1.78798
H -0.28891 -0.52730 -0.10172
N 0.28940 -1.25649 -1.93557
C -1.43520 0.42792 2.22834
H 1.63455 -1.48106 -3.49816
H 0.33597 2.31145 0.21100
O 0.53557 1.45091 -1.59251
```

LUMO: -2.96 eV
Kohn-Sham gap: 4.22 eV
molecular weight: 119.208 g mol⁻¹
HOMO: -7.179 eV

---

b) The following is a quantum chemistry calculation of a 2-piece molecular cluster, C6H17NO overall, from the OMol25 dataset.

```
25
Properties=species:S:1:pos:R:3
O -2.63554 -0.35128 1.61792
H -2.46389 0.59250 1.62013
N 0.83040 -0.03039 0.20526
H -0.54966 -1.79134 0.14606
H 0.71553 2.68891 -0.57361
H 2.18479 -2.85459 -0.30981
H 1.94799 1.87020 -1.56729
H 0.96202 -1.76936 1.19831
C 0.49082 -1.47199 0.25279
H 0.28513 2.36481 -2.16567
H -1.75580 -0.12369 -0.53624
H 1.69205 1.35029 1.54629
H 1.74216 -1.42341 -1.35001
C 0.83602 0.67324 1.46554
H 0.78575 -2.99691 -1.33817
H 0.84518 -0.00922 2.32240
H 0.37577 -0.04764 -1.77595
C 0.20142 0.63300 -0.92373
C 1.38251 -2.27495 -0.75066
C 0.88626 1.92677 -1.37092
H -3.30372 -0.57295 2.28495
H -1.54641 1.06735 -1.95521
C -1.31760 0.80122 -0.92119
H -0.01113 1.39004 1.62313
H -1.70029 1.53419 -0.20341
```

LUMO: 0.71 eV
Kohn-Sham gap: 8.79 eV
molecular weight: 119.208 g mol⁻¹
HOMO: -8.083 eV
structure (SMILES): CCN(C)C(C)C.O

---

b) is favored, and the nearest alternative lies 5.981 eV above it.

---

a) The following is a quantum chemistry calculation of one molecule with the formula C18H19NO2, from the OMol25 dataset.

```
40
Properties=species:S:1:pos:R:3
H -3.59299 -3.02435 0.61671
C -2.97189 -1.03723 0.22294
H -6.15769 -1.02448 2.48784
C 2.80017 0.38809 -1.24102
C -5.34320 -1.77574 0.62855
C -1.04590 0.96973 0.46185
C 4.42578 0.09791 -2.97134
H -5.81353 -1.03558 -0.02241
C -2.20582 1.01369 1.20828
C 3.11914 -0.02276 -2.52852
C 0.37613 -0.20925 -1.28373
H -4.04914 -2.43128 -0.97599
N 1.50759 0.30935 -0.71730
C 5.88096 1.97250 1.18022
C -0.83140 -0.09032 -0.41562
C -1.80778 -1.07133 -0.53132
O 6.13009 1.53444 -0.13152
H -4.17193 0.49186 2.93609
H 4.67546 -0.22104 -3.97183
O 0.33253 -0.73801 -2.37533
C 5.41010 0.61790 -2.15819
C 3.78976 0.91639 -0.40935
H 5.52015 1.15726 1.81655
C -3.97239 -2.15021 0.07651
H 2.35416 -0.43068 -3.16556
H -4.62806 -1.89281 2.65146
C -3.17232 0.01727 1.11198
H 6.83827 2.32584 1.56026
H -0.33580 1.78132 0.54079
H -2.37436 1.84209 1.88246
C 5.09455 1.03299 -0.86317
H -5.98483 -2.65836 0.65386
H 5.15984 2.79674 1.20036
H -5.07012 0.88440 1.47439
C -5.18267 -1.18997 2.02575
H 1.41556 0.65540 0.22766
H -1.64112 -1.87645 -1.23224
C -4.42446 0.12959 1.93643
H 3.51783 1.22955 0.58834
H 6.42935 0.71553 -2.49484
```

LUMO: 0.64 eV
Kohn-Sham gap: 8.79 eV
molecular weight: 281.355 g mol⁻¹
HOMO: -8.155 eV
structure (SMILES): COc1cccc(NC(=O)c2ccc3c(c2)CCCC3)c1

---

b) The following is a quantum chemistry calculation of one molecule with the formula C18H19NO2, from the OMol25 dataset.

```
40
Properties=species:S:1:pos:R:3
C 3.56371 0.49257 0.02821
H 3.93387 -0.15068 -1.98174
C 3.21959 0.28003 -1.29628
C -0.61592 -1.55002 -0.35185
H 4.54824 0.22645 0.38275
C 1.51091 -2.63043 -0.01952
C 0.38229 1.97934 1.43670
C -0.83505 2.56834 0.72429
C 0.51572 -2.18682 -0.86328
H -0.32130 2.48338 -1.87865
C -2.63909 -0.34083 -0.94661
H -1.60788 -0.91871 1.45510
C 1.39523 -2.45267 1.34973
C -3.77950 -1.20698 -0.41420
H 0.86525 2.74533 2.04673
C 2.64408 1.04798 0.89593
C -0.35903 1.50905 -1.36679
H -2.95675 0.10022 -1.90335
C -0.74177 -1.39143 1.02211
H -4.04792 -1.95102 -1.15979
H 0.59305 -2.31247 -1.93190
H 2.38446 -3.11238 -0.43230
C 0.26635 -1.84118 1.85959
O -1.50127 -1.11562 -1.29771
C 1.37022 1.39563 0.46233
H 1.67497 0.44272 -2.76579
H 0.05018 1.18158 2.10794
C 1.95372 0.61400 -1.73597
H 2.91021 1.21778 1.92938
H -4.63796 -0.57824 -0.19838
H 2.17717 -2.79198 2.01168
O -3.06600 1.03927 0.97222
C 1.02243 1.16272 -0.86467
N -1.29388 1.62243 -0.27366
H -0.57300 3.50465 0.22263
C -2.34224 0.82521 0.01533
H 0.15920 -1.70735 2.92645
H -3.48542 -1.71590 0.49921
H -0.68689 0.76686 -2.09219
H -1.65000 2.74916 1.42632
```

LUMO: 0.82 eV
Kohn-Sham gap: 9.14 eV
molecular weight: 281.355 g mol⁻¹
HOMO: -8.323 eV
structure (SMILES): C[C@H](Oc1ccccc1)C(=O)N1CCc2ccccc2C1

---

a) is favored, and the nearest alternative lies 0.307 eV above it.